Below is C22H30N3O5PW as an isolated structure, with properties calculated with ωB97M-V/def2-TZVPD.

2S+1 = 3
molar mass = 631.3 g/mol
total charge = +2
total energy = -1804.8805 a.u.
<S²> = 2.01
energy relative to the best compared isomer or geometry (same formula, charge and spin) = 2.8 kJ/mol
HOMO level (spin up / spin down) = -14.20 / -14.21 eV

Each line ends with the natural charge from an NBO analysis.
CARTESIAN COORDINATES (ANGSTROEM)
W -0.1931 0.2459 -1.3619  2.019
C 3.6720 1.2722 -3.3074  -0.699
C 2.2906 1.2242 -2.7746  0.349
N 1.7369 0.1853 -2.2508  -0.361
N 2.3628 -1.0394 -2.2440  -0.341
C 1.4826 -1.9475 -1.9782  0.573
O 0.1804 -1.5638 -1.7815  -0.675
C 1.7731 -3.3630 -1.9026  -0.119
C 3.0913 -3.8053 -2.0643  -0.144
C 3.3681 -5.1553 -1.9922  -0.207
C 2.3401 -6.0644 -1.7627  -0.131
C 1.0310 -5.6280 -1.6020  -0.213
C 0.7417 -4.2777 -1.6696  -0.159
C 1.3559 2.3700 -2.8377  0.163
C 1.6680 3.5912 -3.3857  -0.186
C 0.6764 4.5665 -3.4833  -0.076
C -0.6064 4.2822 -3.0466  -0.222
C -0.8620 3.0362 -2.4992  0.107
N 0.0978 2.1079 -2.3776  -0.546
H 4.0997 0.2753 -3.3352  0.284
H 4.2863 1.9032 -2.6587  0.271
H 3.6892 1.7075 -4.3069  0.261
H 3.8806 -3.0888 -2.2432  0.235
H 4.3831 -5.5061 -2.1163  0.240
H 2.5629 -7.1218 -1.7111  0.238
H 0.2384 -6.3427 -1.4293  0.237
H -0.2756 -3.9310 -1.5523  0.229
H 2.6689 3.7808 -3.7465  0.262
H 0.9082 5.5316 -3.9136  0.263
H -1.4066 5.0033 -3.1287  0.268
H -1.8487 2.7639 -2.1461  0.241
C -2.5727 -1.5655 3.6997  -0.649
C -1.3443 -1.8320 2.8596  0.326
C -0.0895 -1.1871 3.4088  -0.660
C -1.1532 -3.3014 2.5591  -0.636
O -1.6189 -1.2365 1.4774  -0.851
P -1.4898 0.1914 0.9647  2.615
O -2.0527 0.2365 -0.4876  -1.036
O 0.0264 0.5312 0.5519  -0.979
O -2.0627 1.1674 1.9776  -0.855
C -1.9921 2.6675 2.1957  0.324
C -1.9159 3.3443 0.8439  -0.658
C -3.2778 2.9818 2.9251  -0.638
C -0.7596 2.9043 3.0400  -0.647
H -2.4467 -2.0541 4.6661  0.245
H -3.4623 -1.9761 3.2241  0.236
H -2.7164 -0.5001 3.8740  0.221
H 0.1478 -1.6482 4.3673  0.255
H -0.2263 -0.1188 3.5855  0.214
H 0.7593 -1.3413 2.7420  0.226
H -0.9702 -3.8335 3.4925  0.243
H -0.2978 -3.4567 1.9014  0.220
H -2.0452 -3.7188 2.0945  0.234
H -2.7564 3.0482 0.2143  0.228
H -0.9685 3.1180 0.3482  0.195
H -1.9615 4.4237 0.9874  0.255
H -4.1459 2.7520 2.3086  0.232
H -3.2967 4.0437 3.1702  0.242
H -3.3407 2.4165 3.8536  0.236
H 0.1448 2.5816 2.5223  0.220
H -0.8364 2.3791 3.9913  0.236
H -0.6723 3.9704 3.2506  0.246